Below is a molecular structure, C38H46F4N9O9PTeW at a distorted geometry, with properties calculated with ωB97M-V/def2-TZVPD.

Element x y z (Å)
H -3.05519 -3.30166 0.57537
H -2.32804 -1.48363 -1.02340
O 5.72948 2.74084 -2.47713
C 0.26491 2.89824 -5.67150
C 2.56379 2.06192 -1.22229
H -4.56014 -0.62636 -3.73879
O 0.31274 -1.41939 0.33451
O 0.83371 -3.65818 3.65299
P -0.48261 -2.77530 3.83683
C -3.94101 -0.51352 -2.84612
H -0.83687 2.11982 -2.48462
H 2.74776 -0.79537 4.31766
H 2.48832 5.30763 -4.77191
C -1.98065 -0.50300 -4.17756
O -1.20188 -2.99741 2.42429
H -5.68005 -0.62101 3.57109
H -0.12031 1.47661 4.99890
C -4.67626 -0.23680 3.47448
C 2.04148 4.32313 -4.85171
C -1.83231 -4.23969 2.07173
N -1.62623 0.41982 -1.53879
O 3.58518 -4.43259 -1.46576
H 0.02404 4.23091 -0.71200
C 0.90329 1.82058 -5.06532
H -3.69846 1.43464 -4.57479
C -3.08680 1.53745 -3.67533
C -0.07738 1.96961 4.02406
C 2.66036 3.23636 -4.24735
C -2.00837 0.77557 3.26558
C 3.31824 1.17864 2.73453
C 2.08727 1.97447 -4.36453
N -1.77508 0.93001 -3.92159
H -2.94983 2.60206 -3.46669
N -0.70608 1.16052 2.98545
H -2.83750 -5.04237 0.36040
H -4.44584 -0.99376 -2.00545
Te -1.78584 -3.28461 5.69185
O -0.04957 -1.30396 3.68414
H -0.56905 2.93903 4.14492
H 3.80036 0.25400 2.43632
F -4.83262 0.87723 5.53032
H -1.78236 2.26998 -5.76961
H 1.40630 2.80578 2.72328
H -1.51760 -3.93512 -0.04027
C -2.94546 1.03655 -1.36085
C 2.98285 -3.67656 -0.76498
C 2.24688 0.13365 4.57689
H 4.34335 1.10301 -1.46740
N 1.03560 1.27745 0.45394
H -0.00907 0.59213 -2.85047
H -1.09365 -5.04151 2.15854
F -2.41125 1.84566 5.38061
H 1.77281 -6.68458 4.75324
C -2.33805 -4.11856 0.65478
H -0.60703 2.42905 0.90277
O 0.85801 -3.37996 -1.97263
H 2.89219 0.74075 5.21675
C 2.12464 1.11706 -0.29756
N 1.98348 0.89047 3.31874
N -3.78954 0.91776 -2.55186
H 1.32019 -0.09817 5.08706
C -1.02149 2.70234 -6.42183
N -2.65445 -1.17282 -3.06800
N 3.74712 1.79011 -1.90721
C 2.38370 -2.17903 0.96658
H 2.56991 1.11140 -3.92808
O 2.31281 -1.32521 1.95752
C 0.86002 4.14934 -5.55758
C 1.29752 -5.98622 4.06300
C -2.82433 1.06545 4.36454
C 4.53234 2.68683 -2.64774
H 1.91600 2.70339 4.41185
C -0.98653 1.05767 -2.69073
H -1.39590 3.64578 -6.81755
C 1.34988 2.19505 3.62522
H -0.86837 -1.48556 -2.01886
H 0.39355 5.00750 -6.02644
H -0.88599 2.01555 -7.25916
C -3.89118 -0.51685 2.37338
H 2.69393 0.20641 -0.14393
W 0.53359 -0.27281 1.98362
O 4.57753 -3.18171 1.04890
C 0.27617 2.36682 0.28387
H -2.58108 -0.61574 -5.08331
H 2.43899 -4.27531 4.73547
C 1.56422 -3.12254 -1.02924
F -1.83343 -0.26802 1.21391
C 1.79879 3.21836 -1.36052
H -2.81412 2.09729 -1.12306
H 3.21566 1.84673 1.88341
C 1.32879 -2.22336 0.09507
H 3.92877 1.67793 3.49093
C -4.11467 0.56158 4.44713
H 1.79124 -6.07009 3.09438
F -4.36144 -1.26746 1.36624
H -3.45525 0.55017 -0.52870
H 2.09374 4.00442 -2.03714
H -2.63710 -4.43275 2.78431
C 0.64455 3.35152 -0.60850
H 0.25071 -6.27357 3.95535
H -1.00995 -0.97820 -4.33798
C 3.49497 -3.03214 0.54288
C -1.83153 -1.00160 -1.86609
C -2.61850 -0.01863 2.29992
H 0.46402 0.83400 -5.14594
H 4.48318 4.17924 -3.94176
C 1.40061 -4.57983 4.60098
H 0.87625 -4.48165 5.55285
N 3.87753 3.47089 -3.55571

Forces on the atoms, in the same order (eV/Å):
H 0.0 0.0 0.0
H 0.0 0.0 0.0
O 0.0 0.0 0.0
C -0.1 0.0 0.0
C -0.1 0.0 0.1
H 0.0 0.0 0.0
O 0.1 0.1 -0.1
O 0.0 0.0 0.0
P -0.2 -0.4 -0.1
C 0.0 0.0 0.0
H 0.0 0.0 0.0
H 0.0 0.0 0.0
H 0.0 0.0 0.0
C 0.0 0.0 0.0
O -0.1 0.1 0.0
H 0.0 0.0 0.0
H 0.0 0.0 0.0
C 0.0 0.0 0.0
C 0.0 0.0 0.0
C 0.1 -0.1 0.0
N -0.1 0.1 -0.2
O 0.0 0.0 0.0
H 0.0 0.0 0.0
C 0.1 0.0 -0.1
H 0.0 0.0 0.0
C 0.0 0.0 0.1
C 0.0 0.2 0.0
C 0.0 0.0 -0.1
C 0.0 0.0 0.0
C 0.0 0.1 0.0
C 0.0 0.0 -0.1
N -0.1 -0.2 0.3
H 0.0 0.0 0.0
N 0.0 -0.2 0.1
H 0.0 0.0 0.0
H 0.0 0.0 0.0
Te 0.0 0.1 0.0
O 0.3 -0.1 -0.5
H 0.0 0.0 0.0
H 0.0 0.0 0.0
F 0.0 0.0 0.0
H 0.2 0.0 -0.1
H 0.0 0.0 0.0
H 0.0 0.0 0.0
C 0.1 0.0 0.0
C 0.0 0.0 0.0
C 0.0 0.1 0.0
H 0.0 0.0 0.0
N -0.1 -0.3 0.0
H 0.0 0.0 0.1
H 0.0 0.0 0.0
F 0.0 0.0 0.0
H 0.0 0.0 0.0
C 0.0 0.0 0.0
H 0.0 0.0 0.0
O 0.0 0.0 0.0
H 0.0 0.0 0.0
C 0.1 0.0 -0.2
N 0.3 -0.2 -0.1
N 0.0 0.0 0.0
H 0.0 0.0 0.0
C -0.1 0.1 -0.1
N 0.0 0.0 0.0
N 0.1 -0.1 0.1
C 0.0 0.0 -0.1
H 0.0 0.0 0.0
O 0.0 -0.2 0.0
C 0.0 0.0 0.0
C 0.0 0.0 0.0
C 0.0 0.0 0.0
C -0.1 0.0 0.0
H 0.0 0.0 0.0
C 0.0 -0.2 0.0
H 0.0 0.0 0.0
C 0.0 0.0 0.0
H 0.0 0.0 0.0
H 0.0 0.0 0.0
H 0.0 0.0 0.0
C 0.0 0.0 0.0
H 0.0 0.0 0.0
W -0.3 1.3 1.1
O 0.0 0.0 0.0
C 0.0 0.0 0.0
H 0.0 0.0 0.0
H 0.0 0.0 0.0
C 0.0 -0.1 0.0
F 0.1 -0.4 -0.2
C 0.0 0.1 0.0
H 0.0 0.0 0.0
H 0.0 0.0 0.0
C -0.1 0.0 0.1
H 0.0 0.0 0.0
C 0.0 0.0 0.0
H 0.0 0.0 0.0
F 0.0 0.0 0.0
H 0.0 0.0 0.0
H 0.0 0.0 0.0
H 0.0 0.0 0.0
C 0.0 0.0 0.0
H 0.0 0.0 0.0
H 0.0 0.0 0.0
C 0.0 -0.1 0.1
C -0.1 0.0 0.0
C 0.0 0.1 0.0
H 0.0 0.1 -0.1
H 0.0 0.0 -0.1
C 0.0 0.0 0.0
H 0.0 0.0 0.0
N 0.0 0.1 0.0

<S²>: 2.011
HOMO energy (spin up / spin down) in eV: -7.53 / -7.53
Spin multiplicity: 3
Net charge: 0
Max |F| in eV/A: 1.7
Orbital gap (spin up / spin down) in eV: 6.859 / 6.437

Mulliken atomic charge list, values in e, 8 entries: 0.08, -0.21, -0.66, 0.90, 0.47, 0.35, 1.19, 0.17


Below is a molecular structure, C4H8N2O2 at a distorted geometry, with properties calculated with ωB97M-V/def2-TZVPD.

Element x y z (Å)
O -0.76994 -0.92680 -1.64379
H -0.34495 2.19749 0.01246
H 2.69169 -0.39144 -2.11004
H 1.21117 2.23178 0.86987
O 2.23409 -0.63979 -1.29405
H -2.30822 -0.74327 1.12358
H -2.88315 -0.44440 -0.47674
C 0.25091 -1.02131 0.58651
C -0.87893 -0.75292 -0.37453
C 0.66223 0.32693 0.05358
N -2.11031 -0.49677 0.16809
N 1.29364 0.35115 -1.12459
H -0.03745 -0.99479 1.63407
H 0.90353 -1.83705 0.28739
C 0.31584 1.63976 0.67673
H -0.23015 1.50143 1.61146

Forces on the atoms, in the same order (eV/Å):
O -1.0 0.4 4.0
H 0.1 0.2 0.0
H -0.4 0.0 0.1
H -0.1 -0.2 -0.1
O -0.6 -1.1 -0.3
H 0.0 0.1 -0.1
H 0.1 0.0 0.0
C 0.2 1.6 -0.2
C -2.6 -3.8 -4.5
C 4.2 0.0 -2.3
N 0.5 0.2 0.1
N 0.7 2.6 3.4
H 0.0 -0.2 0.0
H -0.2 0.1 0.0
C -1.0 0.0 -0.3
H 0.0 -0.1 0.0

HOMO energy (spin up / spin down) in eV: -8.17 / -8.17
Net charge: 0
Max |F| in eV/A: 6.4
Orbital gap (spin up / spin down) in eV: 8.589 / 8.589

Mulliken atomic charge list, values in e, 8 entries: -0.65, 0.32, 0.36, 0.35, -0.34, 0.21, 0.25, -0.78


Below is 3 unconnected molecules or ions with the total composition C5H7NO at a distorted geometry, with properties calculated with ωB97M-V/def2-TZVPD.

Element x y z (Å)
H -1.07042 0.92610 -1.55531
C -0.42198 -1.12528 -0.49117
C 0.49009 1.23693 -0.09370
H -0.97724 0.42169 1.44573
H -2.46307 -0.53826 -0.11591
H 0.87476 2.06836 -0.71054
C 1.64707 -0.74357 0.49906
N 0.79877 -1.57117 0.06243
C -0.61236 0.46287 -0.68493
C -1.43678 -0.32244 0.24891
H -0.75519 -1.80226 -1.28729
H 2.58448 -1.06984 0.94795
O 1.60615 0.60100 0.43696
H -0.26428 1.45586 1.29781

Forces on the atoms, in the same order (eV/Å):
H 0.2 -0.3 0.0
C 0.2 0.8 -0.3
C -1.3 0.4 2.4
H -1.4 -2.0 -2.2
H 0.5 0.3 0.9
H -0.5 -0.1 0.7
C 0.0 -0.3 -0.2
N 0.2 0.1 0.4
C 0.3 -0.8 -0.7
C 0.4 1.3 1.4
H -0.1 0.3 0.5
H -0.2 0.0 -0.1
O 0.4 -0.3 -0.4
H 1.4 0.4 -2.3

HOMO energy in eV: -8.96
Net charge: 0
Max |F| in eV/A: 3.3
Orbital gap in eV: 9.709

Mulliken atomic charge list, values in e, 8 entries: 0.34, -0.09, -0.37, 0.08, 0.26, 0.33, 0.07, -0.52


Below is C2H7N2OP in the gas phase at a distorted geometry, with properties calculated with ωB97M-V/def2-TZVPD.

Element x y z (Å)
H 1.00558 0.91625 2.82539
H 0.92146 -0.28935 -1.99631
H -2.08314 -0.47515 0.26430
N 1.53818 0.89769 -0.37367
H 2.69903 0.20354 -1.72883
C -1.19501 -0.28452 -0.39884
C 1.66469 0.33493 -1.48195
P 0.17597 1.08426 0.57615
O -0.19110 2.44312 0.80100
H -1.55261 -0.00192 -1.40014
H -0.55118 -1.18564 -0.52678
N 0.90759 0.29600 1.98319
H 1.68272 -0.34371 1.80574

Forces on the atoms, in the same order (eV/Å):
H -0.1 -1.0 -1.4
H -0.2 0.5 -0.1
H 1.1 0.1 -0.6
N 0.0 1.0 -0.1
H 0.5 0.1 -1.2
C 1.2 0.8 1.8
C 0.4 -1.4 0.7
P 0.6 -5.4 -0.1
O -1.3 2.6 0.5
H 0.3 0.5 0.5
H -0.7 0.5 0.4
N -1.5 1.2 -0.4
H -0.4 0.6 0.1

HOMO energy in eV: -9.70
Net charge: 0
Max |F| in eV/A: 5.5
Orbital gap in eV: 10.228

Mulliken atomic charge list, values in e, 8 entries: 0.25, 0.26, 0.29, -0.40, 0.27, -0.99, -0.25, 0.85


Question: Which value of net charge does entry 4 give?
Answer: 0